[1]
The following is a DFT calculation (ωB97M-V/def2-TZVPD) of C13H17IN2OSr as an isolated structure at a distorted geometry.

Geometry as ORCA input:
```
! RIJCOSX wB97M-V def2-TZVPD def2/J DEFGRID3
* xyz 0 1
I -0.903 4.187 0.802
Sr 0.684 1.423 0.390
O 0.802 0.575 2.467
N 0.523 -1.326 -0.764
N -1.534 0.448 -0.613
C -3.020 -0.925 -1.909
C -0.786 -2.921 -2.009
C 2.643 3.214 1.153
C -2.529 1.330 -0.470
C 0.226 -3.875 -1.930
C 0.327 -0.135 3.581
C 1.491 -2.262 -0.656
C -4.057 -0.006 -1.729
C -3.816 1.146 -0.974
C -1.760 -0.687 -1.324
C -0.636 -1.665 -1.387
C 3.565 2.062 0.745
C 1.390 -3.546 -1.228
H 3.905 1.485 1.609
H -5.027 -0.200 -2.181
H -4.575 1.903 -0.787
H 2.382 -1.978 -0.082
H 0.441 -1.216 3.410
H 2.170 3.721 0.299
H 3.263 3.966 1.655
H 0.087 -4.844 -2.400
H -0.739 0.094 3.724
H 0.867 0.160 4.496
H -2.235 2.258 0.064
H 3.198 1.349 -0.008
H -3.151 -1.833 -2.494
H 2.206 -4.258 -1.114
H 1.861 2.971 1.889
H -1.717 -3.122 -2.521
H 4.455 2.507 0.295
*
```

Output
HOMO-LUMO gap in eV: 6.9
DFT total energy in eV: -27723.1248
HOMO energy in hartree: -0.2803
Maximum force in eV Å⁻¹: 1.4

---

[2]
The following is a DFT calculation (ωB97M-V/def2-TZVPD) of one molecule with the formula C13H17N at a distorted geometry.

Geometry as ORCA input:
```
! RIJCOSX wB97M-V def2-TZVPD def2/J DEFGRID3
* xyz 0 1
N 0.376 0.987 0.400
C -0.674 0.618 1.370
C -4.091 0.415 -0.509
C -2.117 -1.304 0.591
C 5.167 -0.216 0.633
C 0.748 -0.271 -0.254
C -3.237 -1.869 0.030
C -0.248 1.869 -0.638
C 3.123 -0.517 -0.681
C -4.215 -0.981 -0.507
C -2.954 0.928 0.158
C 1.931 -0.140 -1.209
C 4.324 -0.877 -0.306
C -1.966 0.085 0.824
H -3.506 -2.947 -0.235
H 0.613 2.518 -1.051
H 5.098 -0.655 1.633
H -0.295 -0.189 2.131
H 6.147 -0.309 0.184
H -0.090 -0.699 -0.881
H 4.867 0.884 0.667
H 4.483 -1.946 -0.375
H 1.104 -1.018 0.561
H -2.736 2.067 0.164
H -0.848 1.509 2.011
H -5.136 -1.429 -1.122
H -1.366 -1.896 1.120
H -0.835 1.343 -1.410
H 1.868 0.225 -2.235
H -0.812 2.593 -0.074
H -4.725 1.224 -0.992
*
```

Output
HOMO-LUMO gap in eV: 9.8
SMILES: CC=C=CCN(C)Cc1ccccc1
DFT total energy in eV: -15242.8069
HOMO energy in hartree: -0.3281
Maximum force in eV Å⁻¹: 3.8

---

[3]
The following is a DFT calculation (ωB97M-V/def2-TZVPD) of an isolated ion of composition C13H17N2 and charge +1 at a distorted geometry.

Geometry as ORCA input:
```
! RIJCOSX wB97M-V def2-TZVPD def2/J DEFGRID3
* xyz 1 1
N -1.527 0.826 0.991
N -0.690 -1.355 1.431
C 1.305 0.000 -0.935
C -2.780 0.801 0.889
C 0.483 -1.061 -1.539
C -0.579 1.714 1.687
C 2.654 1.981 -0.364
C 1.805 2.309 0.710
C 0.625 0.398 0.192
C -0.752 -0.436 0.470
C 2.366 0.827 -1.172
C 3.174 0.624 -2.403
C 0.710 1.523 0.939
C -0.992 -0.918 -0.947
C -1.443 -2.527 1.696
H -0.421 1.355 2.732
H -1.434 -1.889 -0.935
H 0.276 -1.417 1.787
H -3.238 0.015 0.200
H 1.790 3.377 1.088
H -0.852 -3.390 1.786
H 4.106 0.153 -2.073
H -3.524 1.399 1.412
H -2.200 -2.659 0.966
H 3.370 2.568 -0.781
H -1.923 -2.366 2.619
H 1.008 -2.066 -1.441
H -1.643 -0.165 -1.535
H 0.337 -1.097 -2.559
H -0.954 2.670 1.738
H 2.774 -0.016 -3.160
H 3.455 1.474 -2.908
*
```

Output
HOMO-LUMO gap in eV: 8.2
SMILES: C=[N+]1Cc2ccc(C)c3c2[C@]1(NC)CC3
DFT total energy in eV: -16727.9186
HOMO energy in hartree: -0.4516
Maximum force in eV Å⁻¹: 5.2

---

[4]
The following is a DFT calculation (ωB97M-V/def2-TZVPD) of an isolated ion of composition C13H17N2O and charge +1 at a distorted geometry.

Geometry as ORCA input:
```
! RIJCOSX wB97M-V def2-TZVPD def2/J DEFGRID3
* xyz 1 1
O -4.580 -1.967 -0.731
N -0.751 0.403 0.513
N -2.079 1.719 -0.892
C 3.948 -0.943 0.372
C -2.928 0.764 -0.184
C 2.667 1.434 0.877
C -4.923 -0.976 0.260
C 2.058 -0.096 -1.326
C -0.714 1.451 -0.452
C -2.091 -0.122 0.758
C 0.663 2.169 -0.927
C 3.730 0.349 1.246
C 3.122 -1.176 -0.950
C 5.000 -2.100 0.747
C 1.837 1.159 -0.437
C -4.506 0.521 -0.227
H -2.370 -0.949 1.482
H 3.283 -2.128 -1.578
H -2.397 2.430 -1.561
H -4.547 -1.215 1.320
H 1.446 -0.260 -2.273
H 5.072 -2.854 -0.119
H 2.464 2.377 1.483
H -0.015 -0.052 1.070
H 4.696 -2.707 1.675
H -4.990 0.657 -1.251
H -3.842 -2.544 -0.438
H 0.692 2.253 -2.078
H 4.322 0.510 2.208
H 6.013 -1.613 0.999
H -6.077 -0.943 0.349
H 0.784 3.212 -0.479
H -4.987 1.238 0.540
*
```

Output
HOMO-LUMO gap in eV: 8.4
SMILES: Cc1ccc(Cc2[nH]cc(CCO)[nH+]2)cc1
DFT total energy in eV: -18771.7723
HOMO energy in hartree: -0.4252
Maximum force in eV Å⁻¹: 6.7

---

[5]
The following is a DFT calculation (ωB97M-V/def2-TZVPD) of one molecule with the formula C13H17N3O3 at a distorted geometry.

Geometry as ORCA input:
```
! RIJCOSX wB97M-V def2-TZVPD def2/J DEFGRID3
* xyz 0 1
O 1.069 -4.117 3.846
O 1.592 -2.518 5.152
O 0.230 0.083 -3.163
N -2.673 1.237 -1.142
N 1.446 -2.991 4.033
N 1.520 -0.138 -2.618
C -1.895 0.446 -2.144
C 2.102 -1.850 0.507
C -3.198 0.469 -0.008
C -3.477 2.372 -1.715
C 0.347 1.214 -1.110
C 1.601 0.491 -1.490
C 2.357 -0.461 0.688
C 1.714 -2.127 2.926
C 2.209 0.080 1.972
C -0.506 1.021 -2.351
C 2.766 0.419 -0.493
C 1.809 -2.657 1.598
C 1.906 -0.732 3.058
H -1.784 -0.590 -1.777
H -4.079 -0.113 -0.311
H 2.325 1.143 2.134
H 3.042 1.375 -0.090
H -3.622 3.097 -0.920
H -0.592 1.976 -2.846
H 2.146 -2.340 -0.477
H 1.682 -3.721 1.358
H -0.158 0.770 -0.219
H -3.535 1.099 0.825
H -2.434 0.411 -3.096
H -2.455 -0.236 0.369
H -4.452 2.066 -2.055
H 3.605 -0.038 -1.013
H -2.942 2.903 -2.522
H 1.799 -0.308 4.044
H 0.537 2.266 -0.947
*
```

Output
HOMO-LUMO gap in eV: 7.7
SMILES: CN(C)C[C@H]1CC(Cc2ccc([N+](=O)[O-])cc2)=NO1
DFT total energy in eV: -24364.5137
HOMO energy in hartree: -0.3094
Maximum force in eV Å⁻¹: 3.8

---

[6]
The following is a DFT calculation (ωB97M-V/def2-TZVPD) of one molecule with the formula C13H17N3O5 at a distorted geometry.

Geometry as ORCA input:
```
! RIJCOSX wB97M-V def2-TZVPD def2/J DEFGRID3
* xyz 0 1
O 1.098 -0.313 -1.715
O -1.342 3.783 5.466
O 3.011 -3.601 -4.036
O -1.957 0.565 -1.865
O -1.404 2.238 -0.497
N -0.505 -1.241 -0.402
N -0.999 -3.116 -2.219
N 3.194 -1.471 -3.274
C -0.023 2.871 2.209
C -0.969 2.990 4.420
C -1.075 1.603 4.444
C -0.857 0.024 0.233
C 0.368 -2.586 -2.232
C 0.308 0.630 1.031
C -0.436 3.628 3.294
C -0.131 1.478 2.218
C -1.447 0.953 -0.847
C -0.654 0.855 3.348
C 2.497 -2.560 -3.671
C 0.371 -1.268 -1.438
C 0.972 -2.394 -3.643
H 4.192 -1.596 -3.162
H -1.003 -4.078 -2.599
H -1.807 2.724 -1.202
H -1.672 -0.186 0.898
H 0.686 -1.419 -4.032
H -0.730 -0.218 3.397
H 0.594 -3.164 -4.263
H 0.930 -0.230 1.386
H -1.487 1.090 5.334
H 0.987 1.212 0.362
H 0.389 3.372 1.322
H -1.198 -1.948 -0.454
H -1.660 3.239 6.172
H 0.967 -3.266 -1.655
H 2.721 -0.730 -2.764
H -0.354 4.692 3.278
H -1.574 -2.562 -2.840
*
```

Output
HOMO-LUMO gap in eV: 9.2
SMILES: NC(=O)C[C@H](N)C(=O)N[C@@H](Cc1ccc(O)cc1)C(=O)O
DFT total energy in eV: -28466.6230
HOMO energy in hartree: -0.3171
Maximum force in eV Å⁻¹: 1.3

---

The lowest DFT total energy belongs to which entry? C13H17N3O5